{"formula": "C17H20FN2O4S2", "method": "wB97M-V/def2-TZVPD", "elements": ["C", "C", "C", "O", "C", "O", "C", "S", "C", "C", "C", "N", "N", "C", "O", "C", "O", "C", "S", "H", "H", "H", "H", "H", "H", "H", "H", "H", "H", "H", "H", "H", "H", "H", "F", "C", "C", "C", "C", "C", "C", "H", "H", "H", "H", "H"], "positions_angstrom": [[0.662721, 0.902738, -0.123514], [0.800642, -0.730013, -0.441335], [0.613090, -1.481815, 1.012756], [-0.238640, -2.680762, 0.979017], [-1.672592, -2.352651, 0.994498], [-2.194145, -1.137044, 1.283656], [-2.707257, -3.619476, 0.645123], [-4.489423, -3.087980, 0.418275], [-4.446172, -1.791706, -0.923130], [-3.863822, -2.030750, -2.419960], [-3.915686, -0.746207, -3.362165], [-4.428691, 0.605924, -3.148652], [-4.881327, 0.698900, -1.883771], [-4.930937, -0.265849, -0.788308], [2.180367, -0.954682, -0.899495], [2.245151, -1.828926, -2.081054], [3.227534, -1.541505, -2.979926], [1.297764, -3.131886, -2.389420], [1.478255, -4.543547, -1.170664], [0.546119, 1.475678, -1.139724], [-0.341921, 1.064639, 0.498082], [1.579196, 1.281659, 0.531120], [-0.031441, -0.971042, -1.227935], [0.317534, -0.691018, 1.834476], [1.702385, -1.861354, 1.320414], [-2.340560, -4.014653, -0.420069], [-2.576943, -4.483717, 1.453009], [-3.433208, -3.046832, -2.805689], [-3.452360, -0.902795, -4.454198], [-5.269628, 1.667932, -1.661626], [-5.350898, 0.076223, 0.266374], [1.633735, -3.560689, -3.449410], [0.196640, -2.728370, -2.518677], [0.695286, -5.621130, -1.693829], [2.237687, 1.935755, 2.809497], [2.838676, 3.126698, 2.686693], [4.207343, 3.180942, 2.446981], [4.832618, 4.420664, 2.313933], [4.083241, 5.593700, 2.433099], [2.710883, 5.528880, 2.678788], [2.084088, 4.288994, 2.800631], [4.774570, 2.259471, 2.365754], [5.900799, 4.473726, 2.118681], [4.572134, 6.560486, 2.333698], [2.130442, 6.443259, 2.775240], [1.016747, 4.220131, 2.982754]], "forces_ev_per_angstrom": [[-0.449, -0.528, 0.057], [-0.892, 1.775, 1.935], [2.107, 0.998, 0.270], [-4.424, 2.051, -0.080], [-1.277, 4.639, 1.667], [3.623, -7.480, -2.134], [2.731, 0.231, -1.364], [0.612, 1.374, -0.676], [1.464, 2.852, -4.543], [-1.937, 3.963, 2.256], [0.191, -0.446, -0.203], [1.400, -6.059, 1.966], [-0.688, -1.218, 2.806], [0.863, -1.796, -1.001], [-2.025, -2.572, -3.259], [5.940, 1.808, -3.870], [-6.679, -1.962, 6.101], [-0.518, 0.698, -1.959], [-0.604, -0.255, -0.290], [0.546, -0.999, 2.045], [2.200, -0.409, -1.342], [-1.997, -0.841, -1.617], [1.724, 0.042, 1.477], [0.102, -1.845, -1.731], [-2.543, 0.570, -0.763], [-0.615, 0.580, 2.527], [-0.686, 1.967, -1.786], [-0.919, 2.224, 0.789], [-1.276, 0.530, 2.702], [0.690, -1.734, -0.288], [0.938, -0.450, -2.667], [-0.547, 1.426, 2.398], [2.076, -0.936, 0.481], [0.880, 1.828, 0.097], [-0.234, -0.450, 0.038], [0.663, 1.281, -0.115], [-0.050, -0.099, -0.010], [-0.456, 0.111, 0.084], [0.012, -0.069, -0.004], [0.308, -0.277, -0.069], [-0.044, -0.116, -0.006], [-0.083, 0.070, 0.008], [-0.207, -0.053, 0.052], [-0.104, -0.197, 0.025], [0.083, -0.198, -0.021], [0.100, -0.029, 0.017]], "spin_multiplicity": 1, "e_lumo_ev": -5.77, "gap_ev": 5.06, "total_charge": 1}



{"formula": "C17H20FN3O3", "method": "wB97M-V/def2-TZVPD", "elements": ["C", "C", "C", "C", "N", "O", "N", "C", "O", "C", "N", "C", "C", "H", "H", "C", "C", "C", "C", "C", "C", "C", "H", "H", "H", "F", "H", "O", "H", "C", "C", "H", "H", "H", "H", "H", "H", "H", "H", "H", "H", "H", "H", "H"], "positions_angstrom": [[-5.701170, -1.239441, 3.988776], [-4.728356, -0.822751, 3.105555], [-4.636533, -0.709515, 1.847749], [-3.271237, -0.141005, 1.502131], [-2.639662, -0.092582, 2.490478], [-3.401091, -0.316315, 3.544614], [-2.552643, 0.424703, 0.212313], [-3.050110, -0.055693, -0.904098], [-4.094084, -0.510135, -1.173266], [-2.161413, 0.578854, -2.006773], [-0.643836, 0.537606, -1.321516], [0.286990, 1.320601, -2.143159], [1.455529, 1.348825, -1.678493], [1.364261, 1.892852, -0.406308], [2.208398, 1.981298, -2.070811], [2.193299, 0.184580, -1.431631], [3.301299, 0.165716, -0.656748], [3.295291, 0.598666, 0.761915], [4.344691, 0.481778, 1.716232], [5.694571, 0.336097, 1.148031], [5.803538, -0.267270, -0.239493], [4.746084, -0.073861, -0.939015], [4.722304, -0.494951, -1.930695], [6.771412, -0.277070, -0.586660], [6.587319, 0.021124, 1.892966], [4.231172, 0.936497, 2.919818], [2.285946, 0.796013, 1.088416], [2.553140, -0.442669, -2.504946], [1.833621, -0.336253, -3.278029], [1.053660, -0.843550, -0.815070], [-0.214826, -0.893985, -1.420982], [-0.921001, -1.612979, -1.072702], [-0.143202, -1.186665, -2.520325], [0.932772, -0.675680, 0.127377], [1.511334, -1.920238, -0.912729], [-0.275043, 2.445946, -1.991595], [0.272023, 0.945858, -3.264210], [-2.393966, 1.900145, -2.113791], [-2.262676, 0.051552, -2.865765], [-1.528834, 0.727041, 0.522901], [-5.330848, -0.749015, 0.928208], [-5.849946, -0.284545, 4.699096], [-6.399076, -1.629828, 3.316631], [-5.249101, -2.099758, 4.435604]], "forces_ev_per_angstrom": [[0.092, 1.679, 3.501], [5.530, 2.507, 0.286], [-0.443, 1.746, -9.006], [-4.270, -0.109, -8.536], [5.767, 2.016, 6.645], [-2.209, -2.161, 2.774], [-0.889, -1.912, 8.207], [4.076, 4.500, -3.062], [-3.412, -2.446, -0.005], [2.654, 4.834, 4.278], [-3.342, -1.337, -3.198], [-14.085, 2.305, -5.438], [10.893, 6.048, 9.787], [0.241, -1.428, -3.614], [0.191, 1.516, -1.144], [-6.068, -4.777, 1.397], [9.523, 2.597, 10.358], [-1.612, -1.707, -1.641], [3.379, 0.879, -5.643], [-0.251, -4.250, 1.386], [1.019, 4.083, 7.688], [-7.724, -2.002, -6.373], [0.877, 0.266, -0.843], [1.880, -0.942, -1.119], [-2.065, 1.465, -1.623], [-0.704, 0.228, 1.988], [-0.065, 0.381, 0.806], [-0.511, -2.048, -9.517], [2.479, -0.471, 2.568], [5.410, -4.322, -2.710], [-1.631, 2.110, -3.732], [-0.511, -0.289, 1.025], [-0.001, 0.366, 0.680], [-0.533, 1.092, 6.032], [-0.331, 1.943, 0.359], [1.745, -2.761, -1.407], [-0.392, 0.854, 1.459], [0.419, -4.423, 0.153], [0.126, -1.272, -3.000], [-2.903, -1.047, -1.916], [0.747, -0.511, 2.183], [-0.632, -2.682, -1.211], [-2.307, -0.050, -0.229], [-0.158, -0.467, 1.402]], "spin_multiplicity": 1, "de_lowest_kcal_mol": 345.0, "e_lumo_ev": 0.36, "gap_ev": 8.96, "total_charge": 0}



For the records above, the corresponding electronic energy values read -1965.8672; -1149.1326 Ha.